Computed, not measured: 2 unconnected molecules or ions with the total composition C3H3Br2NO, with wB97M-V/def2-TZVPD.

Its SMILES is O=C=N/C=C/Br.Br. For the HOMO energy, the calculation gives -9.08 eV. As for the total charge: 0. For the frontier orbital gap, the calculation gives 0.3457 Eh. The value obtained for the total energy is -5394.089853 a.u.

The geometry in XYZ format:
```
10
Properties=species:S:1:pos:R:3:forces:R:3
H 2.273239 1.217423 -0.448747 -0.60 -0.16 -0.02
C 1.025970 -0.523170 -1.116030 1.28 2.53 0.81
C 1.478645 0.493564 -0.248092 -0.17 -3.42 -2.50
N 1.212037 -0.830097 -2.460281 0.85 1.20 -0.27
H 0.362915 -1.231143 -0.758039 -1.18 -1.12 1.51
Br 1.208738 0.034532 1.583146 -0.05 0.55 -0.25
O 0.942222 -2.159243 -4.384236 0.03 -0.54 -0.80
Br -2.402532 1.066707 1.318470 0.48 -0.26 0.29
C 1.068858 -1.536838 -3.416628 -0.14 0.96 1.56
H -3.410070 1.685899 0.576839 -0.48 0.27 -0.32
```
Forces are in eV/Å.

Results of the Mulliken charge analysis, in e, for atoms 1 through 5:
1 H 0.38
2 C -0.02
3 C -0.38
4 N -0.33
5 H 0.32

=====

Computed, not measured: 2 unconnected molecules or ions with the total composition C3H3Br2P, with wB97M-V/def2-TZVPD.

For the HOMO energy (alpha / beta), the calculation gives -8.22 / -8.49 eV. As for the total charge: 0. For the frontier orbital gap (alpha / beta), the calculation gives 0.2448 / 0.2820 Eh. The value obtained for the total energy is -5605.368273 a.u.

The geometry in XYZ format:
```
9
Properties=species:S:1:pos:R:3:forces:R:3
Br 1.724860 -1.691045 0.048070 0.63 0.62 -0.81
C -0.841844 -1.176310 1.041467 -0.57 0.89 0.15
C -1.235580 0.780495 -0.563858 -1.57 -1.38 -2.00
H -1.886647 0.696261 -1.521814 1.27 -0.05 1.98
H -0.935774 -1.758804 1.909157 0.13 -0.64 0.48
H -0.764797 1.672498 -0.363870 0.83 2.14 0.16
C -1.105570 -0.172806 0.377686 -0.25 -0.81 -0.65
P 2.136474 0.115388 -1.242173 -0.25 -0.49 1.09
Br 2.908877 1.534326 0.315335 -0.20 -0.27 -0.41
```
Forces are in eV/Å.

Results of the Mulliken charge analysis, in e, for atoms 1 through 5:
1 Br -0.10
2 C -0.72
3 C -0.84
4 H 0.22
5 H 0.41

=====

Computed, not measured: a molecular structure, C3H3Br9, with wB97M-V/def2-TZVPD.

For the HOMO energy, the calculation gives -10.17 eV. As for the total charge: 0. For the frontier orbital gap, the calculation gives 0.3544 Eh. The value obtained for the total energy is -23282.176345 a.u.

The geometry in XYZ format:
```
15
Properties=species:S:1:pos:R:3:forces:R:3
H 0.689459 -0.808159 -0.964070 -0.30 -0.33 0.04
C -4.640291 -3.809479 3.089690 -1.03 -0.12 -0.73
Br 4.890989 6.524571 -1.456190 0.21 -0.13 -0.69
H -3.876571 -3.066499 2.859880 0.11 -0.50 0.42
Br -4.721641 -5.061899 1.554780 0.54 0.20 0.91
Br -4.420991 -4.659699 4.849310 -0.06 0.56 -1.22
H 4.720469 5.625351 -3.832490 0.13 -0.21 0.29
C -0.160741 -1.205639 -0.409750 -0.60 -0.17 0.12
Br 6.894509 4.541821 -3.022070 -0.88 0.33 -0.11
Br -6.322931 -2.798479 2.904810 0.46 -0.12 0.61
Br -1.012481 0.359101 0.430030 0.40 -0.80 -0.24
Br 0.544359 -2.503469 0.913210 -0.54 0.80 -0.81
Br -1.449391 -2.052419 -1.688870 1.01 0.49 0.91
C 5.052409 5.197511 -2.886510 -0.19 -0.67 1.22
Br 3.812849 3.717391 -2.341760 0.72 0.69 -0.71
```
Forces are in eV/Å.

Results of the Mulliken charge analysis, in e, for atoms 1 through 5:
1 H 0.34
2 C -0.30
3 Br -0.01
4 H 0.34
5 Br -0.02

=====

Computed, not measured: a single C3H3BrClF molecule, with wB97M-V/def2-TZVPD.

For the HOMO energy (alpha / beta), the calculation gives -8.69 / -8.57 eV. As for the total charge: 0. For the frontier orbital gap (alpha / beta), the calculation gives 0.3174 / 0.2853 Eh. The value obtained for the total energy is -3250.052860 a.u.

The geometry in XYZ format:
```
9
Properties=species:S:1:pos:R:3:forces:R:3
Cl -2.314818 2.154814 0.351886 -0.03 0.22 0.18
C -1.856698 0.530659 0.601696 1.93 -0.43 -1.45
C 0.332833 0.376399 -0.952307 -0.93 -0.16 0.30
F 0.510260 1.620021 -1.397074 0.08 0.30 0.05
H 0.169680 -0.322184 -1.759651 0.01 -0.15 -0.03
H 0.216396 0.900579 1.097277 0.16 -0.06 0.07
C -0.264479 0.220819 0.395283 -1.41 0.30 0.68
H -0.159370 -0.811222 0.725952 0.19 0.03 0.01
Br -3.003637 -0.716220 -0.254501 0.00 -0.05 0.19
```
Forces are in eV/Å.

Results of the Mulliken charge analysis, in e, for atoms 1 through 5:
1 Cl -0.12
2 C 0.14
3 C -0.13
4 F -0.21
5 H 0.36

=====

Computed, not measured: a single C3H3BrClNO molecule, with wB97M-V/def2-TZVPD.

For the HOMO energy (alpha / beta), the calculation gives -8.86 / -8.86 eV. As for the total charge: 0. For the frontier orbital gap (alpha / beta), the calculation gives 0.2569 / 0.2570 Eh. The value obtained for the total energy is -3280.171976 a.u.

The geometry in XYZ format:
```
10
Properties=species:S:1:pos:R:3:forces:R:3
C 0.631030 -0.808543 0.136064 -3.20 -0.27 -1.85
H -1.707617 -0.975379 0.028111 0.85 -0.02 0.56
C -0.810983 -0.816867 0.665460 1.70 1.19 -3.62
O 1.686344 1.003965 -1.194439 0.34 0.19 -0.39
H 0.755921 -1.520444 -0.790371 0.16 1.08 2.31
Cl -1.058083 -0.670575 2.260046 -0.43 0.20 1.36
C 0.691300 0.696415 -0.597672 4.64 -3.10 -0.26
H 1.199855 -0.808648 1.028476 1.51 -0.56 0.19
Br -0.969552 2.701157 -1.184859 -0.18 1.17 -0.53
N -0.418216 1.198919 -0.350817 -5.39 0.12 2.21
```
Forces are in eV/Å.

Results of the Mulliken charge analysis, in e, for atoms 1 through 5:
1 C -0.62
2 H 0.34
3 C 0.21
4 O -0.57
5 H 0.26

=====

Computed, not measured: 2 unconnected molecules or ions with the total composition C3H3BrN2S, with wB97M-V/def2-TZVPD.

For the HOMO energy (alpha / beta), the calculation gives -8.65 / -8.66 eV. As for the total charge: 0. For the frontier orbital gap (alpha / beta), the calculation gives 0.2104 / 0.2108 Eh. The value obtained for the total energy is -3197.632991 a.u.

The geometry in XYZ format:
```
10
Properties=species:S:1:pos:R:3:forces:R:3
C 0.724200 -1.191818 -0.776889 -2.44 2.96 1.78
H 1.165132 -2.104501 -0.978915 1.21 -1.28 -0.75
S -1.440974 2.897123 1.657320 0.65 -2.40 -0.95
H 0.208310 -1.180170 1.451032 0.00 -0.90 0.06
N 0.442991 -0.154572 -1.651885 -0.94 -1.55 3.54
C -0.586111 0.306556 0.157734 -0.12 3.39 -2.39
C 0.068447 -0.850992 0.443796 1.41 -0.99 0.03
Br -0.852662 1.694672 3.353649 -0.03 0.31 0.53
H 0.662399 -0.171812 -2.605267 0.00 0.50 -1.40
N -0.391731 0.755513 -1.050575 0.26 -0.06 -0.45
```
Forces are in eV/Å.

Results of the Mulliken charge analysis, in e, for atoms 1 through 5:
1 C -0.38
2 H 0.44
3 S -0.09
4 H 0.33
5 N 0.15

=====

Computed, not measured: a molecular structure, C3H3BrO, with wB97M-V/def2-TZVPD.

For the HOMO energy, the calculation gives -8.86 eV. As for the total charge: 0. For the frontier orbital gap, the calculation gives 0.3279 Eh. The value obtained for the total energy is -2765.271745 a.u.

The geometry in XYZ format:
```
8
Properties=species:S:1:pos:R:3:forces:R:3
O -1.590734 -0.887398 -2.352981 0.27 1.50 1.01
C -1.217885 0.076536 -1.767501 -2.60 -1.93 -4.65
C -0.701808 1.038696 -1.125062 0.03 2.05 -0.42
Br -0.452266 2.919822 -1.470606 -0.24 -1.68 0.38
H -0.460308 -0.844164 -0.280629 0.80 -0.62 0.48
C -0.033510 0.138735 -0.171752 2.28 3.45 4.77
H 1.091336 0.348058 -0.288247 -1.39 -1.31 0.35
H -0.341021 0.576958 0.907591 0.85 -1.45 -1.93
```
Forces are in eV/Å.

Results of the Mulliken charge analysis, in e, for atoms 1 through 5:
1 O -0.46
2 C 0.73
3 C -0.20
4 Br -0.10
5 H 0.21

=====

Computed, not measured: a single C3H3BrO molecule, with wB97M-V/def2-TZVPD.

For the HOMO energy, the calculation gives -8.74 eV. As for the total charge: 0. For the frontier orbital gap, the calculation gives 0.3329 Eh. The value obtained for the total energy is -2765.148857 a.u.

The geometry in XYZ format:
```
8
Properties=species:S:1:pos:R:3:forces:R:3
C -1.546204 0.948116 -0.104988 2.36 0.33 -0.80
H 1.350078 -0.527211 0.775218 -0.71 -0.49 -0.39
H -1.383228 1.878073 -0.693299 -0.70 -0.70 0.50
Br -3.247090 0.194354 0.024834 -1.25 2.08 0.61
C -0.484073 0.196114 0.096644 -1.72 0.93 -0.33
H 0.532506 -1.339193 -0.783209 0.32 0.63 0.62
C 0.515254 -0.608275 0.052707 1.32 -0.70 0.02
O -3.073354 -1.420324 -0.114390 0.38 -2.08 -0.23
```
Forces are in eV/Å.

Results of the Mulliken charge analysis, in e, for atoms 1 through 5:
1 C -0.33
2 H 0.24
3 H 0.34
4 Br 0.47
5 C 0.19